[1]
Here is a cluster of 2 separate species, C8H14N2O2 in total from the Open Molecules 2025 dataset. Energies are from wB97M-V/def2-TZVPD.

Results
- SMILES: C=CC(C)C=C.NN(C=O)C=O
- E_tot: -15595.4343 eV
- ΔE to the lowest compared entry with this formula, charge and spin: 2.356 eV
- LUMO: 0.020 Ha

Last column: Mulliken charge in e.
CARTESIAN COORDINATES (ANGSTROEM)
C: 4.64 -1.18 -0.70  -0.680
C: 4.22 -0.05 -0.16  -0.340
C: 2.95 0.11 0.63  0.522
C: 2.52 -1.17 1.39  -1.445
C: 1.93 0.78 -0.29  -0.004
C: 1.45 2.01 -0.23  -1.044
H: 5.55 -1.19 -1.35  0.269
H: 3.91 -1.97 -0.81  0.197
H: 4.72 0.90 -0.33  0.327
H: 3.21 0.89 1.35  0.214
H: 2.31 -1.99 0.68  0.302
H: 3.35 -1.47 2.05  0.350
H: 1.65 -1.01 2.02  0.389
H: 1.64 0.14 -1.15  0.303
H: 1.63 2.74 0.57  0.299
H: 0.80 2.34 -1.05  0.333
N: -3.81 0.64 1.18  -0.592
N: -2.88 0.05 0.29  0.225
C: -1.76 0.71 -0.21  0.189
O: -1.30 0.49 -1.32  -0.538
C: -3.38 -0.96 -0.54  -0.017
O: -4.39 -1.56 -0.32  -0.464
H: -3.31 1.10 1.94  0.272
H: -4.35 1.36 0.70  0.249
H: -1.37 1.49 0.47  0.302
H: -2.77 -1.10 -1.44  0.380

[2]
Here is a structure of composition C28H36BrN5O4SSiV from the Open Molecules 2025 dataset. Energies are from wB97M-V/def2-TZVPD.

Results
- 2S+1: 3
- Total charge: +1
- E_tot: -159696.0800 eV
- ΔE to the lowest compared entry with this formula, charge and spin: 0.493 eV
- LUMO (spin up / spin down): -0.160 / -0.163 Ha

Last column: Mulliken charge in e.
CARTESIAN COORDINATES (ANGSTROEM)
V: -1.79 -17.58 -1.46  0.568
Br: -6.25 -19.40 4.07  -0.131
C: -4.90 -19.40 2.70  -0.451
C: -4.35 -18.22 2.17  -0.508
C: -3.35 -18.26 1.21  -0.381
C: -2.97 -19.50 0.64  0.368
C: -3.40 -20.69 1.23  -0.736
C: -4.40 -20.62 2.22  -0.601
N: -2.13 -19.44 -0.48  1.211
C: -1.89 -20.46 -1.29  -0.058
C: -0.90 -20.31 -2.31  -0.122
C: -0.46 -21.35 -3.16  -1.076
C: 0.48 -21.05 -4.13  -0.463
C: 1.00 -19.74 -4.22  -0.992
C: 0.49 -18.75 -3.37  -0.452
N: -0.42 -19.03 -2.42  0.694
H: -4.67 -17.25 2.53  0.579
H: -2.91 -17.33 0.84  0.340
H: -3.01 -21.65 0.90  0.484
H: -4.81 -21.54 2.65  0.410
H: -2.46 -21.42 -1.24  0.450
H: -0.86 -22.34 -3.01  0.515
H: 0.84 -21.83 -4.77  0.466
H: 1.77 -19.50 -4.94  0.484
H: 0.81 -17.73 -3.39  0.686
O: -1.79 -16.80 -3.29  -0.772
C: -2.29 -15.59 -3.61  -0.651
C: -2.46 -14.51 -2.75  1.090
C: -2.55 -13.21 -3.35  -0.622
C: -2.76 -12.12 -2.54  -0.399
C: -2.71 -12.25 -1.12  -0.378
C: -2.54 -13.50 -0.49  -0.727
C: -2.46 -14.69 -1.29  -0.242
O: -2.42 -15.88 -0.70  0.194
N: -2.94 -10.83 -3.24  0.997
O: -2.99 -9.85 -2.53  -0.593
O: -3.01 -10.79 -4.47  -0.598
H: -2.55 -15.51 -4.66  0.454
H: -2.45 -13.06 -4.41  0.596
H: -2.83 -11.33 -0.52  0.495
H: -2.57 -13.57 0.60  0.499
C: 1.92 -17.46 1.94  -1.144
Si: 1.54 -18.00 0.19  0.353
C: 1.58 -19.91 0.22  -0.938
C: 2.94 -17.48 -0.95  -1.077
C: 0.01 -16.98 -0.53  -0.818
H: 2.85 -17.95 2.30  0.315
H: 1.12 -17.70 2.67  0.289
H: 2.10 -16.36 2.01  0.302
H: 2.24 -20.22 1.09  0.380
H: 2.01 -20.35 -0.70  0.294
H: 0.59 -20.36 0.38  0.173
H: 3.88 -17.92 -0.53  0.331
H: 3.11 -16.39 -1.02  0.312
H: 2.88 -17.90 -1.99  0.268
H: 0.37 -16.20 -1.21  0.476
H: -0.52 -16.43 0.26  0.535
C: -8.51 -18.12 -1.19  -1.099
N: -7.08 -18.47 -1.13  0.226
C: -6.70 -19.88 -1.17  -0.629
C: -6.14 -17.47 -1.21  0.149
S: -4.73 -17.71 -2.15  -0.257
N: -6.43 -16.31 -0.55  0.557
C: -7.24 -16.31 0.66  -1.157
C: -6.03 -15.00 -1.12  -1.001
H: -9.00 -18.60 -2.07  0.356
H: -8.63 -17.03 -1.28  0.334
H: -9.03 -18.47 -0.28  0.351
H: -7.29 -20.41 -0.43  0.348
H: -5.62 -19.96 -0.99  -0.005
H: -6.88 -20.33 -2.17  0.259
H: -7.22 -17.31 1.13  0.331
H: -8.28 -16.03 0.40  0.351
H: -6.88 -15.57 1.39  0.351
H: -5.49 -15.19 -2.06  0.282
H: -5.31 -14.50 -0.42  0.233
H: -6.91 -14.34 -1.25  0.342

[3]
Here is a cluster of 4 separate species, C27H52IN6O18P5 in total from the Open Molecules 2025 dataset. Energies are from wB97M-V/def2-TZVPD.

Results
- SMILES: [H]/N=C(/N)NCCCCc1c(COC(C)=O)c(I)c(P(C)O)c2nc(P(C)O)c(ON=O)nc12.COP(=O)(OC)OC.COP(=O)(OC)OC.COP(=O)(OC)OC
- E_tot: -129153.2616 eV
- LUMO: -0.111 Ha

Last column: Mulliken charge in e.
CARTESIAN COORDINATES (ANGSTROEM)
H: 5.34 -3.69 -3.04  0.305
N: 6.20 -3.60 -3.62  -0.672
C: 7.26 -3.46 -2.76  0.384
N: 8.65 -3.35 -3.40  -0.588
N: 7.19 -3.45 -1.25  -0.309
C: 6.21 -2.40 -0.72  -0.751
C: 5.13 -3.25 0.23  0.008
C: 3.65 -2.55 0.28  -0.598
C: 2.62 -3.24 1.40  0.206
C: 1.48 -4.08 0.59  0.006
C: 1.75 -5.63 0.14  0.652
C: 3.06 -6.55 0.41  -0.854
O: 4.07 -6.08 1.34  -0.292
C: 4.50 -7.18 2.25  0.581
C: 5.08 -8.63 1.77  -0.798
O: 4.34 -6.93 3.58  -0.537
C: 0.53 -6.37 -0.73  -1.354
I: 0.85 -8.46 -1.45  0.016
C: -0.91 -5.63 -1.10  0.717
P: -2.16 -6.72 -2.06  0.100
C: -1.40 -6.79 -3.86  -0.863
O: -3.74 -6.01 -2.17  -0.417
C: -1.17 -4.05 -0.63  0.175
N: -2.50 -3.47 -1.03  -0.246
C: -2.54 -2.06 -0.52  0.200
P: -4.19 -1.08 -0.85  0.236
C: -5.54 -2.43 -0.97  -0.850
O: -4.08 -0.23 -2.40  -0.484
C: -1.39 -1.25 0.29  -0.017
O: -1.63 0.14 0.71  -0.050
N: -1.51 1.02 -0.30  0.095
O: -0.82 1.94 0.19  -0.274
N: -0.07 -1.89 0.62  -0.162
C: 0.04 -3.32 0.18  0.082
H: 8.96 -4.36 -3.48  0.295
H: 9.28 -2.94 -2.67  0.285
H: 8.14 -3.35 -0.81  0.296
H: 5.68 -1.78 -1.56  0.374
H: 6.84 -1.65 -0.04  0.298
H: 5.60 -3.50 1.28  0.233
H: 5.00 -4.29 -0.34  -0.054
H: 3.84 -1.42 0.62  0.303
H: 3.17 -2.47 -0.79  0.270
H: 3.18 -3.83 2.24  0.455
H: 2.14 -2.30 1.96  -0.579
H: 2.66 -7.59 0.85  0.553
H: 3.56 -6.83 -0.63  0.390
H: 5.33 -9.24 2.77  0.306
H: 4.28 -9.28 1.20  0.266
H: 6.10 -8.58 1.18  0.269
H: -1.07 -7.93 -4.03  0.219
H: -0.44 -6.13 -3.97  0.295
H: -2.24 -6.58 -4.65  0.334
H: -3.65 -5.28 -2.89  0.314
H: -6.53 -2.17 -0.39  0.321
H: -5.70 -2.64 -2.12  0.208
H: -5.12 -3.42 -0.50  0.290
H: -4.58 0.65 -2.33  0.373
C: 3.49 0.47 7.47  -0.613
O: 2.10 0.36 7.29  -0.334
P: 1.25 1.11 5.99  0.964
O: 0.15 0.05 6.09  -0.557
O: 2.43 0.60 4.94  -0.387
C: 2.63 -0.78 4.71  -0.302
O: 0.41 1.87 4.68  -0.455
C: 0.35 1.25 3.41  -0.416
H: 3.70 0.66 8.53  0.268
H: 3.96 -0.48 7.20  0.225
H: 3.92 1.28 6.87  0.304
H: 2.03 -1.41 5.38  0.454
H: 3.69 -1.01 4.87  0.328
H: 2.38 -1.01 3.68  -0.156
H: 0.12 0.19 3.49  0.279
H: 1.30 1.40 2.89  0.273
H: -0.43 1.74 2.82  0.205
C: -8.67 4.59 -3.44  -0.613
O: -7.72 3.57 -3.25  -0.338
P: -6.03 3.77 -3.58  0.928
O: -5.70 2.67 -2.57  -0.564
O: -6.07 5.24 -2.82  -0.312
C: -6.35 5.32 -1.44  -0.658
O: -4.35 3.98 -3.92  -0.476
C: -3.50 4.58 -2.96  -0.457
H: -9.55 4.17 -3.93  0.263
H: -8.98 4.98 -2.46  0.225
H: -8.27 5.41 -4.06  0.319
H: -6.64 4.36 -1.01  0.390
H: -7.16 6.03 -1.28  0.291
H: -5.47 5.69 -0.91  0.146
H: -3.67 4.18 -1.96  0.282
H: -3.63 5.66 -2.98  0.206
H: -2.46 4.37 -3.25  0.317
C: -0.85 6.49 -0.05  -0.617
O: -1.50 7.15 -1.12  -0.305
P: -2.63 8.43 -0.88  1.233
O: -2.31 8.97 -2.27  -0.590
O: -1.62 9.11 0.24  -0.397
C: -0.35 9.60 -0.16  -0.836
O: -3.77 9.71 -0.64  -0.462
C: -3.32 11.04 -0.44  -0.542
H: -0.86 5.41 -0.24  0.217
H: 0.20 6.81 -0.02  0.215
H: -1.33 6.69 0.92  0.369
H: -0.10 9.35 -1.20  0.413
H: 0.41 9.15 0.49  0.275
H: -0.32 10.68 -0.03  0.287
H: -2.54 11.31 -1.15  0.277
H: -2.97 11.16 0.59  0.224
H: -4.17 11.71 -0.57  0.250

[4]
Here is a structure of composition C33H26F10MoN6O4 from the Open Molecules 2025 dataset. Energies are from wB97M-V/def2-TZVPD.

Results
- 2S+1: 3
- E_tot: -80803.8736 eV
- ΔE to the lowest compared entry with this formula, charge and spin: 0.494 eV
- LUMO (spin up / spin down): -0.009 / -0.027 Ha

Last column: Mulliken charge in e.
CARTESIAN COORDINATES (ANGSTROEM)
Mo: 0.40 -0.78 0.54  -0.510
C: 2.48 -2.12 2.94  -1.581
N: 2.38 -0.99 1.99  0.982
C: 2.36 0.27 2.77  -0.756
C: 0.93 0.56 3.16  -1.488
N: 0.14 0.70 1.93  0.909
C: -0.48 1.95 1.78  -0.633
C: 0.23 3.15 1.92  0.689
F: 1.53 3.12 2.24  -0.417
C: -0.34 4.39 1.71  0.302
F: 0.40 5.50 1.83  -0.346
C: -1.66 4.49 1.33  0.602
F: -2.22 5.68 1.10  -0.339
C: -2.40 3.33 1.19  0.529
F: -3.70 3.40 0.87  -0.348
C: -1.82 2.10 1.45  -0.338
F: -2.63 1.03 1.38  -0.343
C: 3.58 -1.07 1.13  -1.507
C: 3.41 -0.20 -0.07  -0.889
N: 2.21 -0.65 -0.78  0.268
C: 2.20 -0.22 -2.11  -0.638
C: 1.56 -0.97 -3.11  0.002
F: 1.05 -2.18 -2.81  -0.546
C: 1.41 -0.57 -4.42  0.507
F: 0.75 -1.35 -5.28  -0.372
C: 1.97 0.61 -4.85  0.900
F: 1.84 1.02 -6.11  -0.356
C: 2.68 1.36 -3.93  0.038
F: 3.24 2.51 -4.31  -0.391
C: 2.80 0.95 -2.61  0.937
F: 3.50 1.78 -1.83  -0.440
H: 3.48 -2.10 3.39  0.359
H: 2.34 -3.06 2.43  0.351
H: 1.74 -2.03 3.72  0.391
H: 2.72 1.08 2.15  0.541
H: 3.02 0.17 3.64  0.326
H: 0.88 1.46 3.77  0.632
H: 0.53 -0.26 3.77  0.328
H: 3.69 -2.11 0.81  0.421
H: 4.47 -0.80 1.71  0.351
H: 4.30 -0.31 -0.71  0.559
H: 3.37 0.85 0.22  0.529
C: -1.02 -3.47 3.93  -2.419
C: -1.15 -2.66 2.67  0.730
O: -0.09 -2.16 2.23  0.108
C: -2.42 -2.49 2.04  1.092
C: -3.58 -3.10 2.58  -1.208
C: -4.79 -2.99 1.95  -1.032
C: -4.88 -2.25 0.76  -0.602
C: -3.78 -1.64 0.22  -1.189
C: -2.52 -1.73 0.86  0.268
O: -1.53 -1.10 0.32  0.926
H: 0.02 -3.54 4.22  0.247
H: -1.43 -4.47 3.79  0.515
H: -1.58 -2.99 4.74  0.427
H: -3.51 -3.67 3.49  0.431
H: -5.67 -3.46 2.37  0.406
H: -5.83 -2.16 0.26  0.459
H: -3.84 -1.06 -0.70  0.456
N: -0.60 -3.47 -0.91  -0.810
N: 0.57 -2.87 -0.33  -0.106
H: -0.31 -4.14 -1.61  0.369
H: -1.09 -2.72 -1.39  0.177
H: 1.34 -2.79 -0.99  0.493
H: 0.86 -3.44 0.45  0.394
O: -1.52 -0.76 -2.32  -0.781
C: -1.01 0.31 -2.04  -0.850
N: -0.17 0.60 -0.97  2.876
C: 0.36 1.87 -1.13  0.470
O: 1.23 2.36 -0.44  -0.645
C: -0.27 2.49 -2.33  -0.165
C: -0.08 3.73 -2.91  -0.396
C: -0.79 3.99 -4.08  -0.698
C: -1.64 3.04 -4.64  -0.627
C: -1.81 1.79 -4.05  -0.732
C: -1.11 1.55 -2.88  0.194
H: 0.60 4.45 -2.47  0.552
H: -0.67 4.95 -4.58  0.471
H: -2.16 3.28 -5.55  0.430
H: -2.45 1.04 -4.48  0.550